1.
61
Properties=species:S:1:pos:R:3:forces:R:3:lowdin_charge:R:1 method="wB97M-V/def2-TZVPD" gap_ev=7.75 smiles="C=Cc1ccc2c(c1CCSc1nnco1)Sc1ccccc1N2.c1ccncc1.c1ccncc1" e_tot_ev=-60604.195
C 6.3003 3.7392 -0.5662 0.29 -1.01 0.16 0.003
C 6.1862 2.3871 -0.3380 -1.06 1.40 -0.42 -0.128
C 4.7371 1.8276 -0.3261 -2.33 -1.10 1.57 -0.167
C 4.1921 1.0248 -1.4329 -0.30 0.49 1.33 -0.038
C 2.8268 0.5235 -1.4448 0.64 1.03 1.48 -0.017
C 1.8885 0.7702 -0.3247 3.34 0.65 -1.11 -0.221
C 2.4208 1.5540 0.7811 0.63 -0.34 -1.17 -0.350
C 3.8122 2.0681 0.8073 -0.65 -0.26 -1.37 -0.176
C 4.3209 2.8705 2.0562 0.34 -1.17 -0.46 -0.214
C 4.9840 1.8054 3.0613 -0.06 0.63 -1.04 -0.432
S 3.8797 1.3150 4.4519 -0.23 -0.89 -0.20 0.920
C 3.3333 -0.3792 4.2288 -0.03 -3.13 0.86 -0.597
N 3.4106 -1.3115 5.1861 0.99 2.26 0.22 -0.019
N 2.9134 -2.5155 4.8032 -1.27 1.85 -3.87 0.032
C 2.4970 -2.2802 3.5265 1.08 -0.58 2.91 -0.145
O 2.7421 -1.0002 3.1271 -0.22 -0.26 0.03 -0.021
S 1.3842 1.9477 2.2105 -0.37 -0.36 -0.66 0.969
C -0.2006 1.1720 1.8127 -0.94 -0.52 -0.47 -0.417
C -1.2700 1.3319 2.8150 -0.18 -1.06 -1.75 -0.099
C -2.5891 0.7594 2.6036 2.36 -0.17 -1.81 -0.081
C -2.8174 0.0404 1.3419 1.98 0.70 0.39 -0.072
C -1.7356 -0.1134 0.3341 -0.16 0.90 1.84 -0.011
C -0.3792 0.4411 0.5701 -3.48 -0.17 1.42 -0.229
N 0.5844 0.1762 -0.4690 0.72 0.14 1.77 0.042
H 5.5318 4.4304 -0.1357 0.23 -0.65 -1.49 0.073
H 7.1370 4.1776 -1.1730 -0.34 -0.34 1.55 0.068
H 7.0913 1.7526 -0.1795 -0.97 0.20 -1.14 0.108
H 4.8972 0.8110 -2.2770 -0.97 0.14 0.76 0.106
H 2.4831 -0.0631 -2.3364 0.28 0.65 1.04 0.107
H 3.5297 3.4943 2.5421 0.62 -0.63 -0.40 0.087
H 5.1507 3.5386 1.7146 -0.84 -0.55 0.41 0.082
H 5.2549 0.9215 2.4316 -0.01 0.64 0.85 0.094
H 5.9014 2.2887 3.4978 -0.91 -0.79 -0.14 0.082
H 2.0309 -3.0989 2.9419 0.42 1.34 -0.10 0.135
H -1.0351 1.8809 3.7564 -0.19 -0.49 -0.94 0.100
H -3.3450 0.8813 3.4071 0.48 -0.21 -0.92 0.097
H -3.8328 -0.3905 1.1903 1.05 0.32 -0.20 0.092
H -1.9444 -0.6698 -0.6345 0.28 0.75 1.45 0.081
H 0.7290 -0.8421 -0.4784 -0.23 0.54 -0.35 0.139
C -2.5770 -4.7314 -3.6706 0.01 -0.10 -0.07 -0.074
C -3.3751 -4.7187 -2.5376 0.04 0.03 -0.06 -0.065
C -3.4000 -3.5682 -1.7665 0.08 0.31 0.13 -0.139
N -2.6942 -2.4667 -2.0485 0.44 -0.91 -0.41 0.013
C -1.9291 -2.5045 -3.1464 -0.07 0.15 0.28 -0.137
C -1.8376 -3.6027 -3.9859 -0.04 -0.05 0.04 -0.065
H -2.5315 -5.6117 -4.3009 0.00 0.04 0.02 0.108
H -3.9657 -5.5815 -2.2592 0.01 0.04 0.02 0.104
H -4.0128 -3.5085 -0.8727 -0.01 -0.05 -0.02 0.113
H -1.3654 -1.5990 -3.3489 0.01 -0.02 -0.06 0.111
H -1.2036 -3.5755 -4.8622 -0.01 0.03 0.03 0.104
C -6.0162 -0.7435 -2.1631 -0.05 -0.05 0.00 -0.079
C -4.7279 -0.2690 -1.9767 -0.19 0.08 -0.10 -0.080
C -4.5606 1.0505 -1.6050 -0.29 0.59 0.12 -0.157
N -5.5734 1.9044 -1.4126 -0.10 -0.35 -0.11 0.058
C -6.8089 1.4272 -1.6000 0.27 0.24 0.09 -0.161
C -7.0838 0.1198 -1.9719 0.04 -0.05 0.00 -0.081
H -6.1868 -1.7747 -2.4531 0.01 0.03 -0.01 0.101
H -3.8675 -0.9023 -2.1083 -0.11 0.10 0.05 0.046
H -3.5690 1.4606 -1.4455 0.00 -0.04 0.00 0.100
H -7.6100 2.1417 -1.4406 -0.04 -0.06 -0.01 0.099
H -8.1050 -0.2127 -2.1070 0.01 0.05 0.01 0.098



2.
7
Properties=species:S:1:pos:R:3:forces:R:3:lowdin_charge:R:1 method="wB97M-V/def2-TZVPD" relative_energy_kcal_mol=139.1 gap_ev="8.09 / 8.09" e_tot_ev=-7023.912
C 1.0828 -0.0386 -0.0436 0.20 1.23 -0.30 0.142
N -2.0182 0.0528 0.1956 2.60 -0.14 -0.76 0.006
N -1.1638 -1.0737 0.0222 -1.90 1.38 0.31 -0.028
N -1.0587 0.9754 -0.0174 -2.37 -1.43 0.50 -0.013
N -0.2000 -0.1363 -0.1334 3.46 0.10 0.38 -0.317
H 1.4697 1.0089 -0.0497 -0.70 -0.88 -0.10 0.105
H 1.8883 -0.7886 0.0263 -1.30 -0.26 -0.03 0.105